(A)
{
  "formula": "C6H14NO",
  "method": "the ωB97M-V functional and the def2-TZVPD basis",
  "symbols": ["C", "H", "N", "H", "H", "C", "H", "H", "O", "H", "C", "H", "H", "H", "H", "H", "H", "H", "C", "H", "C", "C"],
  "positions_angstrom": [[-1.68836, -1.88058, 0.25010], [0.78772, 0.76603, -2.50440], [-1.48037, 2.58695, 3.38346], [-0.45946, 2.77391, 3.07387], [-1.42985, -0.71440, -1.59002], [0.28856, -2.16071, -1.38756], [2.23050, -1.39614, -2.27120], [1.76377, 2.26191, -0.84758], [0.27838, 1.71172, 0.43876], [-2.77153, -1.68302, 0.46704], [1.15709, 0.31376, -1.58878], [-0.47920, 1.98813, -0.08796], [0.03206, -2.75397, -2.32576], [-1.95453, 3.34665, 3.81171], [0.52916, -2.90762, -0.59358], [2.14247, 0.72418, 0.18147], [1.90520, -1.02544, -0.64370], [-1.18264, -2.38174, 1.04858], [1.51516, -1.09081, -1.55177], [-1.47568, 1.85971, 4.13393], [1.38301, 1.23713, -0.46533], [-1.09144, -1.57565, -0.93127]],
  "gap_ev": 4.58,
  "homo_ev": -12.2,
  "molar_mass_g_mol": 116.18,
  "total_charge": 1
}



(B)
{
  "formula": "C6H14NO",
  "method": "the ωB97M-V functional and the def2-TZVPD basis",
  "symbols": ["H", "H", "O", "C", "C", "H", "N", "H", "H", "H", "H", "H", "H", "C", "C", "C", "H", "H", "C", "H", "H", "H"],
  "positions_angstrom": [[0.52025, -0.68393, -3.35885], [-1.56031, -0.13134, 2.84950], [-1.51659, -1.42512, 0.74225], [-0.27373, 0.45070, -0.18359], [0.65748, 1.63106, 0.36091], [-1.19392, 0.76236, -0.65053], [-1.37099, 0.41991, 2.08113], [-0.60868, 0.61514, -2.80218], [-2.28428, 0.58987, 1.74295], [-1.08735, 1.31738, 2.52344], [-1.32321, -1.80523, -0.11765], [2.47966, -0.97321, -0.64924], [1.26960, -1.90916, -0.04968], [1.58886, -1.31418, -0.91567], [0.18419, -0.06677, -2.49056], [-0.62226, -0.31890, 1.05348], [0.06209, 2.47738, 0.59190], [1.27479, 1.32408, 1.13533], [0.50601, -0.32434, -1.23381], [1.37085, 1.93763, -0.34037], [0.32747, -0.65734, 1.49736], [1.60006, -1.91598, -1.78610]],
  "gap_ev": 9.53,
  "homo_ev": -13.1,
  "smiles": "C=C(C)[C@H](C)[C@@H]([NH3+])O",
  "molar_mass_g_mol": 116.18,
  "total_charge": 1
}



Least stable structure: (A)



(A)
{
  "formula": "C2H3BrO2",
  "method": "the ωB97M-V functional and the def2-TZVPD basis",
  "symbols": ["C", "O", "H", "O", "H", "C", "Br", "H"],
  "positions_angstrom": [[0.50592, 0.76241, -0.35478], [1.82524, 0.81651, -0.12684], [0.33883, 0.69361, -1.48309], [0.97305, 1.88221, 0.24484], [-0.36347, -1.18981, 0.00883], [-0.37554, -0.24084, 0.35945], [-2.19204, 0.36415, -0.02015], [-0.30296, -0.21469, 1.51134]],
  "gap_ev": 11.34,
  "homo_ev": -10.7,
  "smiles": "BrCC1OO1",
  "molar_mass_g_mol": 138.95,
  "total_charge": 0
}



(B)
{
  "formula": "C2H3BrO2",
  "method": "the ωB97M-V functional and the def2-TZVPD basis",
  "symbols": ["O", "C", "Br", "H", "H", "H", "C", "O"],
  "positions_angstrom": [[0.69514, -0.86996, -0.81288], [-0.10634, -0.05662, -1.15549], [-1.81002, 2.21438, -0.31957], [0.23966, 0.94549, 0.37435], [-1.10038, 0.12339, 0.56289], [1.84843, -1.66162, 0.77321], [-0.70583, 0.72504, -0.18774], [0.93934, -1.42010, 0.76524]],
  "gap_ev": [8.82, 8.81],
  "homo_ev": [-9.3, -9.3],
  "molar_mass_g_mol": 138.95,
  "total_charge": 0
}



Least stable structure: (B)